Record 1
ORCA calculation (the ωB97M-V functional and the def2-TZVPD basis) on a 10-piece molecular cluster, C34H71ClN2O11S11 overall in a non-equilibrium geometry.

Structure (ORCA input):
```
! wB97M-V def2-TZVPD RIJCOSX def2/J DEFGRID3
* xyz 0 1
O 1.584 -1.336 -0.117
C 1.172 -2.161 0.743
C -0.282 -2.808 0.468
C -1.084 -3.112 1.621
C -2.574 -3.734 1.478
C -3.517 -2.598 0.795
C -5.088 -2.780 1.197
S -5.760 -1.305 2.118
C -7.409 -1.686 2.861
S -7.453 -2.520 4.332
N -8.719 -1.306 2.294
C -9.333 0.017 2.115
C -10.713 -0.317 1.511
N -10.941 -1.754 1.326
C -9.692 -2.295 1.819
C -0.416 -2.803 3.060
O -1.112 -2.580 4.087
C 1.193 -2.822 3.219
C 2.013 -2.525 2.075
C 3.606 -2.561 2.081
C 4.316 -1.238 2.639
C 4.582 -0.100 1.538
Cl 5.490 -0.722 0.041
H -0.651 -3.005 -0.595
H -3.003 -3.923 2.518
H -2.594 -4.640 0.782
H -3.202 -1.536 1.085
H -3.454 -2.670 -0.346
H -5.687 -2.841 0.207
H -5.252 -3.783 1.721
H -8.866 1.018 2.390
H -11.480 0.496 1.252
H -9.378 -3.394 1.890
H 1.714 -3.068 4.200
H 3.997 -2.837 1.045
H 3.918 -3.422 2.787
H 5.363 -1.569 3.011
H 3.805 -0.774 3.561
H 3.646 0.482 1.249
H 5.302 0.670 2.014
C -0.498 3.173 -2.217
S -0.789 1.570 -1.438
O -2.246 1.486 -1.115
C 0.086 1.948 0.096
H -0.994 3.180 -3.189
H -0.908 3.971 -1.595
H 0.575 3.320 -2.358
H -0.361 2.822 0.574
H 1.139 2.134 -0.121
H 0.001 1.088 0.762
C -1.164 -4.193 -4.752
S -1.213 -3.117 -3.306
O -1.779 -3.914 -2.170
C -2.526 -2.037 -3.916
H -0.426 -4.978 -4.574
H -2.145 -4.646 -4.913
H -0.870 -3.612 -5.628
H -3.421 -2.624 -4.129
H -2.187 -1.527 -4.819
H -2.752 -1.298 -3.146
C -10.537 -0.659 6.766
S -11.098 -0.497 5.057
O -11.583 0.906 4.875
C -12.552 -1.552 5.238
H -9.647 -0.043 6.897
H -11.318 -0.318 7.449
H -10.289 -1.702 6.970
H -13.206 -1.156 6.017
H -12.237 -2.566 5.492
H -13.087 -1.568 4.288
C 6.762 4.465 2.206
S 6.495 2.865 2.996
O 5.041 2.768 3.333
C 7.379 3.260 4.521
H 6.258 4.461 1.239
H 6.349 5.261 2.828
H 7.832 4.622 2.054
H 6.928 4.132 4.998
H 8.428 3.457 4.293
H 7.309 2.404 5.192
C 3.053 -7.908 -4.954
S 2.232 -6.616 -3.997
O 1.283 -5.913 -4.914
C 3.689 -5.565 -3.815
H 2.314 -8.666 -5.215
H 3.477 -7.485 -5.866
H 3.840 -8.364 -4.350
H 4.073 -5.287 -4.799
H 4.454 -6.097 -3.249
H 3.399 -4.664 -3.272
C 10.554 2.320 -1.107
S 8.917 3.082 -1.131
O 8.962 4.271 -0.222
C 8.078 1.754 -0.244
H 11.260 3.002 -1.583
H 10.865 2.137 -0.076
H 10.527 1.381 -1.663
H 8.543 1.605 0.733
H 8.132 0.834 -0.829
H 7.033 2.034 -0.109
C 3.406 4.556 -2.945
S 5.151 4.181 -2.672
O 5.225 2.840 -2.012
C 5.412 5.430 -1.394
H 3.017 3.863 -3.690
H 2.850 4.438 -2.012
H 3.307 5.578 -3.315
H 4.729 5.257 -0.559
H 5.246 6.423 -1.816
H 6.442 5.354 -1.042
C 4.832 1.939 -7.814
S 3.801 2.222 -6.359
O 3.801 3.693 -6.087
C 4.931 1.452 -5.179
H 4.335 2.377 -8.681
H 5.807 2.411 -7.678
H 4.953 0.866 -7.971
H 5.900 1.954 -5.208
H 5.049 0.395 -5.424
H 4.505 1.546 -4.179
C -6.035 4.588 1.481
S -6.651 2.908 1.720
O -8.141 2.987 1.827
C -5.998 2.705 3.391
H -6.361 4.939 0.502
H -6.436 5.245 2.255
H -4.944 4.584 1.520
H -6.401 3.480 4.045
H -4.908 2.763 3.366
H -6.298 1.725 3.763
*
```

## Properties
Gap between HOMO and LUMO ... 6.7 eV

Record 2
ORCA calculation (the ωB97M-V functional and the def2-TZVPD basis) on C25H18BIrN12O7 as an isolated structure.

Structure (ORCA input):
```
! wB97M-V def2-TZVPD RIJCOSX def2/J DEFGRID3
* xyz 1 6
Ir -0.558 -0.178 -0.033
C -0.315 -0.483 -4.350
C -0.599 0.195 -3.174
N -0.380 -0.607 -2.132
N 0.038 -1.811 -2.601
C 0.094 -1.737 -3.940
B 0.462 -2.845 -1.515
N 1.584 -2.203 -0.671
C 2.881 -2.522 -0.586
C 3.509 -1.614 0.249
C 2.507 -0.746 0.653
N 1.349 -1.107 0.089
N -0.781 -3.025 -0.567
C -1.484 -4.127 -0.329
C -2.542 -3.820 0.524
C -2.417 -2.476 0.773
N -1.344 -1.987 0.107
N 0.876 -4.202 -2.003
C 0.914 -4.839 -3.206
C 1.395 -6.103 -3.004
C 1.631 -6.168 -1.617
N 1.320 -5.037 -1.020
H -0.375 -0.113 -5.357
H -0.913 1.213 -3.019
H 0.438 -2.558 -4.540
H 3.264 -3.381 -1.108
H 4.545 -1.597 0.535
H 2.535 0.097 1.321
H -1.187 -5.066 -0.765
H -3.289 -4.494 0.901
H -3.021 -1.816 1.371
H 0.575 -4.389 -4.119
H 1.549 -6.867 -3.745
H 2.012 -6.991 -1.035
N -3.900 4.030 4.823
C -3.469 3.311 4.034
C -2.945 2.418 3.064
C -3.249 2.554 1.731
C -2.694 1.676 0.800
C -1.936 0.545 1.243
C -1.780 0.270 2.560
C -1.965 1.385 3.530
H -3.900 3.353 1.403
H -2.859 1.843 -0.256
H -1.244 -0.604 2.906
H -2.178 1.052 4.543
O 1.978 7.353 1.341
N 1.560 6.501 2.093
O 1.366 6.629 3.282
C 1.250 5.183 1.507
C 0.818 4.166 2.340
C 0.515 2.944 1.777
C 0.593 2.712 0.379
O 0.146 1.611 -0.176
C 1.106 3.767 -0.399
C 1.428 4.996 0.153
N 1.284 3.639 -1.860
O 0.883 2.624 -2.400
O 1.826 4.556 -2.431
N 0.212 1.846 2.622
O -0.627 2.064 3.697
O 0.981 0.860 2.672
H 0.732 4.326 3.405
H 1.796 5.794 -0.473
*
```

## Properties
Gap between HOMO and LUMO (spin up / spin down) ... 8.0 / 5.8 eV

Record 3
ORCA calculation (the ωB97M-V functional and the def2-TZVPD basis) on C23H29CrF3N3OSSbSe4Si as an isolated structure.

Structure (ORCA input):
```
! wB97M-V def2-TZVPD RIJCOSX def2/J DEFGRID3
* xyz 0 5
Cr -1.095 0.883 -0.012
C -2.686 0.047 -3.307
C -2.722 -0.922 -2.166
C -3.339 -2.153 -2.243
C -3.336 -2.978 -1.114
C -2.739 -2.582 0.061
C -2.129 -1.319 0.095
N -2.126 -0.549 -1.027
N -1.477 -0.681 1.124
Si -1.922 -0.939 2.819
C -1.162 0.466 3.802
C -1.173 -2.565 3.408
C -3.787 -1.014 2.952
H -1.708 0.038 -3.796
H -2.879 1.059 -2.945
H -3.437 -0.208 -4.051
H -3.833 -2.454 -3.154
H -3.820 -3.946 -1.162
H -2.740 -3.210 0.938
H -0.465 0.083 4.552
H -1.932 1.046 4.319
H -0.624 1.168 3.162
H -0.146 -2.669 3.050
H -1.735 -3.443 3.088
H -1.145 -2.583 4.500
H -4.259 -0.396 2.184
H -4.107 -0.605 3.913
H -4.165 -2.034 2.865
Se -3.234 6.133 1.289
Sb -2.778 3.885 2.215
Se -4.182 2.842 3.828
Se -0.543 4.740 2.652
Se -2.759 2.573 -0.034
C 4.637 5.192 -2.346
C 3.929 4.189 -1.481
C 2.773 4.551 -0.785
C 2.120 3.653 0.041
C 2.642 2.371 0.168
C 3.781 1.978 -0.516
C 4.420 2.894 -1.338
S 1.831 1.215 1.245
C 2.321 1.906 2.814
O 0.356 1.591 1.154
H 3.926 5.818 -2.887
H 5.287 4.705 -3.070
H 5.251 5.853 -1.732
H 2.383 5.557 -0.887
H 1.225 3.937 0.592
H 4.166 0.970 -0.409
H 5.312 2.599 -1.878
H 1.930 2.921 2.870
H 3.409 1.879 2.867
H 1.879 1.288 3.594
F 1.824 4.069 -5.631
C 1.952 2.767 -5.344
F 3.265 2.502 -5.225
F 1.502 2.070 -6.400
C 1.209 2.388 -4.087
C 1.487 1.173 -3.478
C 0.784 0.845 -2.341
N -0.139 1.640 -1.784
C -0.391 2.813 -2.377
C 0.253 3.217 -3.536
H 2.235 0.500 -3.872
H 0.980 -0.101 -1.841
H -1.129 3.441 -1.893
H 0.013 4.174 -3.975
*
```

## Properties
Energy relative to the best compared isomer or geometry (same formula, charge and spin) ... 0.00 kJ/mol
Gap between HOMO and LUMO (spin up / spin down) ... 5.9 / 6.0 eV

Record 4
ORCA calculation (the ωB97M-V functional and the def2-TZVPD basis) on a single C3H4N2O2S molecule in a non-equilibrium geometry.

Structure (ORCA input):
```
! wB97M-V def2-TZVPD RIJCOSX def2/J DEFGRID3
* xyz 0 1
C 0.637 1.116 0.674
C 0.246 0.045 -0.219
C 1.320 -1.009 -0.498
N -0.841 0.111 -0.943
N -2.040 0.501 -0.963
O 1.655 1.261 1.346
O -2.938 0.267 -0.002
S -2.868 -0.436 1.495
H -0.149 1.877 0.692
H 1.261 -1.881 -1.112
H 1.560 -1.370 0.473
H 2.156 -0.481 -0.943
*
```

## Properties
Energy relative to the best compared isomer or geometry (same formula, charge and spin) ... 683.54 kJ/mol
Gap between HOMO and LUMO (spin up / spin down) ... 7.4 / 6.0 eV

Record 5
ORCA calculation (the ωB97M-V functional and the def2-TZVPD basis) on a single C4H9NO molecule in a non-equilibrium geometry.

Structure (ORCA input):
```
! wB97M-V def2-TZVPD RIJCOSX def2/J DEFGRID3
* xyz 0 1
O 0.448 -0.250 2.015
C -0.565 -0.678 1.022
C -0.198 -1.106 -0.434
N 0.409 -0.050 -1.240
C -0.327 1.204 -1.235
C 0.853 1.032 -0.342
H 1.276 -0.760 2.027
H -1.238 0.191 0.942
H -1.087 -1.484 1.518
H 0.501 -1.949 -0.427
H -1.104 -1.493 -0.949
H -0.202 1.808 -2.134
H -1.357 1.199 -0.873
H 0.815 0.835 0.751
H 1.777 1.502 -0.640
*
```

## Properties
Energy relative to the best compared isomer or geometry (same formula, charge and spin) ... 315.78 kJ/mol
Gap between HOMO and LUMO ... 9.9 eV
SMILES ... OCCN1CC1

Record 6
ORCA calculation (the ωB97M-V functional and the def2-TZVPD basis) on a single C19H28N2O4 molecule.

Structure (ORCA input):
```
! wB97M-V def2-TZVPD RIJCOSX def2/J DEFGRID3
* xyz 0 1
C -4.372 -3.207 -0.358
C -4.738 -2.270 0.790
O -4.412 -0.922 0.520
C -3.127 -0.503 0.621
C -2.050 -1.264 1.046
C -0.784 -0.708 1.127
C -0.562 0.610 0.766
C 0.828 1.136 0.874
O 1.631 0.689 1.669
N 1.152 2.091 -0.036
C 2.401 2.823 0.006
C 3.591 1.982 0.493
O 4.253 2.370 1.434
N 3.926 0.896 -0.234
C 3.272 0.383 -1.413
C 2.630 -0.981 -1.144
C 3.661 -1.966 -0.589
C 3.005 -3.299 -0.243
C 4.320 -1.338 0.640
C 4.948 0.004 0.277
C -1.644 1.392 0.351
C -2.916 0.857 0.282
O -4.031 1.534 -0.096
C -3.932 2.909 -0.399
C -5.330 3.405 -0.735
H -3.298 -3.213 -0.530
H -4.864 -2.879 -1.270
H -4.698 -4.217 -0.124
H -4.276 -2.601 1.728
H -5.823 -2.261 0.926
H -2.181 -2.296 1.329
H 0.048 -1.301 1.476
H 0.426 2.462 -0.628
H 2.618 3.213 -0.993
H 2.332 3.667 0.704
H 2.520 1.082 -1.773
H 4.038 0.269 -2.193
H 2.197 -1.363 -2.071
H 1.828 -0.862 -0.416
H 4.430 -2.138 -1.352
H 3.745 -4.002 0.132
H 2.530 -3.733 -1.120
H 2.248 -3.157 0.524
H 5.085 -2.004 1.044
H 3.565 -1.165 1.409
H 5.389 0.479 1.154
H 5.720 -0.128 -0.491
H -1.496 2.437 0.124
H -3.532 3.461 0.464
H -3.260 3.062 -1.256
H -5.301 4.465 -0.972
H -5.991 3.244 0.111
H -5.721 2.857 -1.588
*
```

## Properties
Energy relative to the best compared isomer or geometry (same formula, charge and spin) ... 107.45 kJ/mol
Gap between HOMO and LUMO ... 8.8 eV
SMILES ... CCOc1ccc(C(=O)NCC(=O)N2CCC(C)CC2)cc1OCC

Record 7
ORCA calculation (the ωB97M-V functional and the def2-TZVPD basis) on C2HClN2S as an isolated structure in a non-equilibrium geometry.

Structure (ORCA input):
```
! wB97M-V def2-TZVPD RIJCOSX def2/J DEFGRID3
* xyz 0 1
C 0.649 0.322 -0.357
C 1.028 1.570 0.068
N 1.577 -0.744 -0.191
N 2.610 0.108 -0.288
S 2.681 1.694 0.024
Cl 4.028 -1.188 0.099
H -0.389 0.303 -0.402
*
```

## Properties
Energy relative to the best compared isomer or geometry (same formula, charge and spin) ... 512.36 kJ/mol
Gap between HOMO and LUMO (spin up / spin down) ... 7.4 / 7.4 eV

Record 8
ORCA calculation (the ωB97M-V functional and the def2-TZVPD basis) on a 7-piece molecular cluster, C28H56BBrCl3O9 overall in a non-equilibrium geometry.

Structure (ORCA input):
```
! wB97M-V def2-TZVPD RIJCOSX def2/J DEFGRID3
* xyz -1 1
C 1.994 2.736 1.057
C 3.062 2.671 -0.018
O 2.841 1.564 -0.882
C 2.439 1.887 -2.206
C 0.908 1.908 -2.341
O 0.383 0.671 -2.817
C 0.075 -0.255 -1.777
C -1.374 -0.204 -1.382
O -1.618 0.906 -0.550
C -2.852 1.586 -0.843
B -3.230 2.764 0.241
Cl -5.137 2.719 0.412
Br -2.458 2.212 2.039
C -2.863 4.303 -0.266
Cl -2.453 5.340 1.188
C -1.707 4.298 -1.274
C -2.222 4.048 -2.699
Cl -0.832 5.919 -1.371
H 2.027 1.813 1.627
H 2.183 3.540 1.745
H 0.996 2.862 0.651
H 4.004 2.496 0.492
H 3.167 3.622 -0.534
H 2.823 2.855 -2.520
H 2.802 1.084 -2.839
H 0.520 2.117 -1.357
H 0.590 2.667 -3.048
H 0.662 -0.060 -0.883
H 0.337 -1.256 -2.107
H -1.599 -1.123 -0.824
H -2.006 -0.220 -2.267
H -3.642 0.837 -0.766
H -2.857 1.917 -1.880
H -3.710 4.816 -0.685
H -0.937 3.607 -0.992
H -1.944 3.041 -2.984
H -1.818 4.754 -3.403
H -3.306 4.061 -2.677
C 5.764 6.107 3.004
C 4.904 4.867 3.079
O 4.272 4.478 2.125
C 4.879 4.139 4.399
H 5.698 6.534 2.005
H 5.422 6.845 3.731
H 6.804 5.852 3.218
H 4.503 4.798 5.183
H 5.888 3.811 4.657
H 4.230 3.270 4.325
C -1.518 -3.214 1.892
C -2.850 -3.456 1.223
O -2.915 -3.951 0.120
C -4.086 -3.047 1.982
H -0.719 -3.550 1.234
H -1.390 -2.148 2.089
H -1.464 -3.766 2.833
H -4.062 -1.974 2.182
H -4.146 -3.593 2.925
H -4.968 -3.272 1.387
C -3.399 -5.608 -2.343
C -4.042 -6.426 -3.430
O -5.203 -6.770 -3.382
C -3.162 -6.808 -4.598
H -4.121 -5.393 -1.564
H -2.562 -6.158 -1.913
H -3.033 -4.666 -2.753
H -2.313 -7.396 -4.245
H -2.788 -5.909 -5.092
H -3.736 -7.396 -5.312
C 9.400 2.325 1.805
C 9.417 3.368 2.896
O 8.879 3.178 3.962
C 10.133 4.663 2.592
H 8.855 1.450 2.149
H 8.910 2.723 0.915
H 10.420 2.034 1.550
H 9.673 5.152 1.732
H 11.183 4.466 2.369
H 10.071 5.323 3.454
C 0.973 -7.241 -0.029
C 0.753 -6.612 -1.384
O -0.246 -6.831 -2.027
C 1.835 -5.692 -1.895
H 0.124 -7.874 0.219
H 1.880 -7.848 -0.041
H 1.074 -6.465 0.730
H 2.778 -6.236 -1.983
H 1.970 -4.856 -1.208
H 1.552 -5.307 -2.872
C -9.302 -1.056 1.369
C -8.075 -1.887 1.080
O -7.687 -2.733 1.854
C -7.351 -1.606 -0.213
H -9.724 -1.353 2.326
H -9.033 0.001 1.409
H -10.047 -1.205 0.586
H -7.007 -0.569 -0.232
H -8.018 -1.776 -1.060
H -6.490 -2.265 -0.301
*
```

## Properties
Gap between HOMO and LUMO ... 7.5 eV

Record 9
ORCA calculation (the ωB97M-V functional and the def2-TZVPD basis) on a 2-piece molecular cluster, C5H10O overall in a non-equilibrium geometry.

Structure (ORCA input):
```
! wB97M-V def2-TZVPD RIJCOSX def2/J DEFGRID3
* xyz 0 1
C -0.263 1.106 1.242
C 0.836 0.547 0.714
C 1.009 -1.003 0.552
C -0.254 -1.751 0.714
C -0.232 -3.098 0.342
H -0.280 2.118 1.339
H -0.839 0.470 1.982
H 1.527 1.260 0.254
H 1.749 -1.349 1.240
H 1.464 -1.185 -0.496
H -1.219 -1.202 0.533
H -1.299 -3.585 0.337
H 0.647 -3.627 0.013
O -0.552 3.684 -2.946
H -1.063 4.095 -2.166
H -1.230 3.520 -3.653
*
```

## Properties
Energy relative to the best compared isomer or geometry (same formula, charge and spin) ... 287.90 kJ/mol
Gap between HOMO and LUMO ... 10.0 eV
SMILES ... C=CCC=C.O

Record 10
ORCA calculation (the ωB97M-V functional and the def2-TZVPD basis) on a single C5H12O2 molecule in a non-equilibrium geometry.

Structure (ORCA input):
```
! wB97M-V def2-TZVPD RIJCOSX def2/J DEFGRID3
* xyz 0 1
C -0.359 2.347 1.385
C -0.543 0.841 1.473
C 0.080 0.296 0.079
O 1.428 0.721 -0.122
C -0.022 -1.223 -0.063
C -0.094 -1.854 -1.454
O 1.162 -1.756 -2.113
H -0.473 2.942 2.298
H 0.679 2.419 1.065
H -1.011 2.756 0.607
H -1.600 0.523 1.579
H -0.085 0.515 2.432
H -0.492 0.769 -0.749
H 1.664 0.276 -0.955
H -0.951 -1.482 0.444
H 0.818 -1.680 0.475
H -0.881 -1.373 -2.056
H -0.381 -2.911 -1.326
H 1.060 -2.125 -3.001
*
```

## Properties
Energy relative to the best compared isomer or geometry (same formula, charge and spin) ... 118.65 kJ/mol
Gap between HOMO and LUMO ... 10.7 eV
SMILES ... CC[C@@H](O)CCO